A structure of composition C23H48NO2P3Sc in a non-equilibrium geometry, computed with ωB97M-V/def2-TZVPD.

Results
max |F| = 0.16718 Eh/bohr
highest occupied orbital energy = -15.29 eV
multiplicity = 1
charge = +3

Each line ends with the Löwdin charge.
Geometry (Å):
1 H -1.1466 1.6103 2.0246  0.0344
2 H -4.4261 -0.4738 -2.3882  0.0681
3 C 0.5745 -0.7662 3.0266  -0.0870
4 C 1.8309 -0.1321 -5.0272  -0.0826
5 H -4.0825 2.2685 -0.4073  0.0815
6 H 1.0020 -4.6308 3.7932  0.1407
7 H 2.2477 1.4999 -2.5778  0.0211
8 Sc -0.9741 -1.3186 -0.8829  0.9043
9 C -0.3924 -0.6814 4.2067  -0.1742
10 H -3.2594 0.8779 1.9021  0.0352
11 C -0.0379 1.6634 -3.9672  -0.0419
12 H -0.7243 -4.1066 -1.3025  0.1227
13 H -5.4737 -0.2602 -0.9385  0.0780
14 H -4.8363 0.2789 1.2863  0.0743
15 C 3.3982 -1.3312 -2.0884  -0.2699
16 H -3.5627 -0.8738 1.7859  0.0521
17 H 4.6615 -0.7471 0.1627  0.0503
18 H 2.4987 -0.8589 -5.4875  0.1251
19 H 0.7945 3.0926 -5.3412  0.1227
20 H -2.3251 2.3297 -0.7496  -0.0046
21 C 0.8583 2.0791 -4.9372  -0.0657
22 H 3.9351 1.3641 -2.0092  0.0734
23 C 0.8578 -3.5492 3.8175  -0.1244
24 C -1.5739 -3.4084 -1.3244  -0.0332
25 C -3.7513 0.0965 1.3036  -0.2327
26 H -2.1321 2.8947 1.2786  0.0500
27 H 1.5094 2.8290 2.4352  0.0794
28 H 1.8274 -3.0857 4.0315  0.1381
29 O -0.2384 0.2530 -2.0772  -0.3256
30 C -1.7256 -2.5462 -2.4242  -0.0738
31 H 3.3216 -0.7249 1.3442  0.0174
32 H 0.0816 -3.7888 5.7711  0.1353
33 H -0.0381 5.2865 0.4696  0.0828
34 H 2.1471 1.7459 1.1815  0.0076
35 C -0.1440 -3.1526 4.9039  -0.1648
36 H 2.9905 -2.3406 -1.9593  0.0377
37 C 0.1662 0.4133 -3.3401  -0.4401
38 H -0.8963 4.5386 -0.9190  0.0688
39 H 0.2748 -3.8591 1.7496  0.1768
40 C 1.6928 2.7289 1.3540  -0.1985
41 N 0.4012 -3.1554 2.4802  0.1425
42 H 0.5193 0.1542 2.4146  0.0951
43 H 0.9157 -1.4801 5.7136  0.1308
44 H 0.1169 2.0718 -0.7613  0.0514
45 H 0.8847 4.6839 -0.9507  0.0791
46 H 2.4043 3.5123 1.0688  0.0846
47 C 2.8856 1.3658 -1.6991  -0.2483
48 O -0.1922 -1.6773 0.9143  -0.1498
49 P 2.5326 -0.2519 -0.8923  0.8132
50 H -2.7129 -2.1918 -2.7530  0.1101
51 H -2.4168 -3.6623 -0.6780  0.1093
52 C -4.5415 -0.6965 -1.3180  -0.2371
53 P -3.1302 0.0255 -0.4170  0.8036
54 C 0.2253 -1.8990 2.1010  -0.3656
55 H -3.4527 1.8353 -2.0210  0.0692
56 H 0.7973 -1.6270 -3.8184  0.0934
57 H -0.8712 2.2759 -3.6141  0.1112
58 H -4.5542 -1.7854 -1.1765  0.0554
59 C -3.2568 1.7778 -0.9435  -0.2253
60 C -1.1351 2.6469 1.6605  -0.2014
61 C 3.7583 -0.2105 0.4774  -0.2760
62 P 0.1593 2.8832 0.4265  0.9069
63 H 4.4616 -1.3266 -1.8343  0.0508
64 H -0.8027 -1.5402 6.1244  0.1303
65 H -0.8769 -2.4049 -3.1243  0.0953
66 H -1.1568 -3.4214 4.5775  0.1274
67 H 4.0229 0.8140 0.7663  0.0440
68 C 0.0137 4.5142 -0.3053  -0.1876
69 H 3.2534 -1.0312 -3.1338  0.0264
70 H 2.5495 1.5237 -6.1914  0.1254
71 H 2.7060 2.1935 -1.0036  0.0091
72 H -0.9474 3.2966 2.5297  0.0932
73 C 0.9164 -0.5675 -4.0562  -0.0622
74 H -1.4333 -0.8037 3.8696  0.1201
75 C 1.8344 1.1971 -5.4244  -0.0703
76 C -0.0831 -1.6899 5.3139  -0.1853
77 H -0.3423 0.3313 4.6302  0.1264
78 H 1.6179 -0.8946 3.3686  0.1454

Force components x, y, z for each atom (eV/Å):
H 0.08 0.22 -0.11
H -0.16 -0.08 0.25
C -0.12 0.29 -0.69
C -0.85 -0.30 -0.07
H 0.18 -0.23 -0.14
H -0.02 0.16 -0.02
H 0.20 0.00 0.09
Sc 4.80 6.94 1.65
C -0.25 0.13 0.51
H -0.18 -0.30 -0.30
C 0.34 -0.29 0.74
H 0.20 0.80 0.42
H 0.17 -0.13 -0.20
H 0.36 0.00 0.04
C 0.00 -0.49 0.04
H -0.19 0.27 0.01
H -0.09 0.24 0.30
H -0.17 0.20 -0.01
H -0.04 -0.39 0.06
H -0.41 -0.26 -0.16
C -0.01 -0.05 -0.56
H -0.12 0.21 0.04
C -0.05 -0.15 0.45
C -1.55 -1.19 -4.20
C 0.13 -0.42 0.30
H 0.30 -0.02 0.05
H -0.13 0.05 -0.40
H -0.02 -0.13 -0.19
O -2.64 -2.74 1.68
C -0.65 -5.09 -0.24
H 0.34 0.12 -0.06
H -0.12 0.26 -0.13
H 0.03 -0.07 -0.17
H -0.09 0.26 0.02
C 0.00 -0.50 -0.02
H 0.36 0.00 -0.18
C 0.73 0.06 -1.91
H 0.20 0.10 0.12
H -0.03 0.19 0.52
C 0.43 -0.26 0.24
N 0.02 1.09 -0.78
H 0.17 -0.48 0.25
H -0.11 0.06 0.05
H -0.08 -0.22 1.02
H -0.18 0.00 0.12
H -0.13 -0.20 -0.09
C -0.17 -0.05 0.07
O -0.84 -0.02 -0.48
P -0.14 0.34 -0.29
H 0.37 0.46 0.56
H 0.05 0.25 -0.02
C 0.19 -0.33 -0.14
P -1.48 1.12 0.37
C 0.78 -1.15 0.45
H 0.07 -0.06 0.22
H 0.57 0.23 0.23
H 0.48 0.14 0.07
H -0.25 0.23 -0.03
C 0.43 0.24 -0.21
C -0.61 -0.31 0.05
C -0.03 -0.30 0.26
P 0.35 0.86 -0.30
H -0.08 -0.14 -0.27
H 0.20 0.06 -0.02
H -0.43 0.05 0.37
H 0.12 -0.03 0.04
H 0.03 -0.26 -0.08
C -0.10 0.11 0.12
H 0.04 0.00 0.51
H -0.37 -0.07 0.47
H 0.18 -0.07 -0.19
H 0.18 -0.09 -0.40
C -0.24 0.98 0.70
H 0.19 -0.03 -0.07
C 0.28 0.29 -0.34
C -0.09 0.07 0.19
H 0.09 -0.23 -0.09
H -0.39 0.05 -0.09